Entry 1:
This record from the Open Molecules 2025 dataset describes a structure of composition C44H55GeHfN7O6SSe2 at a distorted geometry. The level of theory is ωB97M-V/def2-TZVPD.

Each line ends with the Löwdin charge.
CARTESIAN COORDINATES (ANGSTROEM)
C -6.99250 0.98473 3.91646  -0.088
H -7.71398 0.16072 3.96946  0.093
H -6.42058 0.95115 4.91192  0.110
H 5.22515 0.07350 -5.62624  0.059
C 0.50256 6.13997 3.91009  -0.209
C -0.13455 -5.69411 -0.84238  -0.117
H 1.44018 3.06040 1.17261  -0.016
C -2.96907 -3.03820 -0.89349  -0.070
Se -1.40590 0.86969 -1.74970  1.161
H 3.78188 -0.82514 -2.06592  0.133
C -1.14578 0.07248 4.03536  -0.089
H -0.01172 6.97341 0.99471  0.017
C -3.37890 -2.13001 1.26685  -0.063
C 1.55232 -3.28231 -1.34712  -0.440
H 3.71241 -5.97875 -1.44259  0.142
C -0.85937 -0.00464 2.66783  -0.123
H 2.25798 -5.88752 -3.39282  0.105
H 1.67785 -7.19384 -2.15224  0.133
H 3.00213 -5.27274 0.78842  0.138
H -3.56334 -1.76728 -2.48742  0.100
H -6.49854 2.65966 1.59946  0.148
H 3.42225 -3.65230 -2.59451  0.143
H -0.74033 -0.92359 -5.94763  0.076
H 5.69701 -0.68178 -4.12522  0.051
C 3.19785 5.15483 -2.37381  -0.178
C -3.98073 -1.08471 0.59422  -0.288
C -5.38452 -0.31975 2.68823  -0.740
C -0.12187 -0.03681 4.94621  -0.037
N 1.73469 1.47398 -0.56710  -0.108
C 1.41201 3.40502 2.19591  -0.194
C 0.78867 -5.09639 0.25291  -0.241
H 0.39863 -5.30323 1.20333  0.117
C 3.65499 3.01832 -1.21010  -0.195
O 2.74943 -0.74115 1.25797  -0.156
H -3.31354 -2.22217 2.35003  0.043
C 1.81405 -1.24265 -2.73877  -0.346
C 0.79791 2.38422 -1.12036  -0.448
C -5.89985 1.69867 1.69222  -0.041
O 3.82511 1.75484 -1.88281  -0.018
H 0.02226 2.65245 -0.41019  0.102
C 3.09314 1.83925 -0.57230  -0.267
C 1.33541 3.72268 -1.64552  0.088
C -3.48744 -1.87624 -1.43304  -0.139
C 0.56231 -3.85812 -2.37059  -0.104
H -0.23137 -6.74704 -0.77425  0.106
H -0.01741 -3.07713 0.24806  0.137
H 0.35663 0.17188 -6.84185  0.086
H -2.53521 -3.80172 -1.59692  0.109
S -5.11638 -1.43969 3.84134  0.667
O -2.31611 2.13744 -1.35441  -0.533
C 2.74479 -5.42414 -1.33154  -0.286
H 2.09121 0.06814 5.14141  0.132
C -1.68285 4.27976 2.19732  -0.553
H -0.24002 -5.69424 -3.07757  0.157
H -4.66766 1.44219 -0.02148  0.074
H -2.49314 5.56433 4.88186  0.010
H -1.74238 3.60121 1.36310  -0.026
C 1.40607 -0.21902 3.11413  -0.149
O -0.82796 0.16709 -0.28589  -0.675
H -0.34763 5.69636 -0.09356  0.022
N 0.35350 -0.27247 2.22992  0.012
H -0.38640 -3.27455 -2.33084  0.115
C 3.10990 -0.82827 -2.95046  -0.004
C 2.22394 -5.69080 0.07178  -0.124
C 2.90134 -3.90493 -1.62761  -0.077
C 1.25797 -0.68699 -5.03200  -0.271
H 1.34597 6.15962 0.20089  0.018
N 3.49442 6.06757 -2.98861  0.168
H -4.04818 5.16333 4.12904  0.034
C 0.42185 -5.37511 -2.19647  -0.293
C 1.20594 -0.03214 4.50085  0.025
C -3.19336 4.74711 4.68503  -0.444
H 2.41767 3.79792 2.45819  0.038
C 0.31762 -0.75551 -6.22342  -0.054
O 0.14774 1.73094 -2.23738  -0.347
H 1.28416 2.64383 2.99158  0.022
H -0.06302 -1.57734 -3.56117  0.105
N 1.48492 -1.76811 -1.47533  -0.139
H 3.65587 1.34718 0.21059  0.135
C -5.06598 1.13635 0.86115  -0.042
H 4.61613 3.39967 -0.85450  0.158
C 4.98724 -0.05110 -4.58737  -0.042
C 2.57506 -0.34205 -5.31473  -0.002
H 3.62349 -3.40631 -1.00983  0.112
H 0.61573 5.61320 4.80026  -0.016
H -3.49914 4.38214 5.62921  -0.012
H 1.76005 -3.20084 0.73818  0.108
H -2.17661 0.10265 4.36393  0.087
C 0.37546 5.99165 0.68582  -0.226
H 1.39909 6.71000 3.67937  0.017
H -1.15194 -5.24483 -0.77529  0.102
H 0.55656 4.38037 -1.99148  0.129
Se -2.25234 3.26837 3.85405  0.832
H 5.10997 0.96932 -4.03651  0.107
H -0.32072 6.86700 4.12324  0.038
H -2.39895 -3.99389 1.01457  0.125
N -4.02689 -0.87648 -0.68884  0.139
C 0.93509 -1.22789 -3.82690  -0.038
C 2.65415 3.97275 -1.77440  -0.147
H -0.21040 0.01875 6.03267  0.122
C 3.52353 -0.40461 -4.25485  -0.205
H -2.35758 5.10695 1.93036  0.023
H -7.51797 1.84405 3.75453  0.052
Hf 1.09074 -0.43817 0.00333  1.675
N -4.66423 -0.11218 1.44056  0.035
H 2.36486 -6.78639 0.22158  0.123
H 0.60324 -1.54936 -6.92821  0.079
C 2.79943 -0.41701 2.49909  -0.599
O 3.78176 -0.21416 3.15920  0.111
H 0.98855 -3.65126 -3.32335  0.104
C -2.86207 -3.12403 0.49654  -0.073
C 1.81459 -6.09635 -2.43481  -0.071
N -6.17543 0.80888 2.77954  -0.139
C 1.01979 -3.60009 0.04301  -0.116
Ge 0.24468 4.96154 2.35413  0.782
H 2.97628 -0.07918 -6.29611  0.120
H -1.68328 0.12929 1.94624  0.109

Results
- energy above the lowest of the compared OMol25 structures with the same formula, charge and spin (kcal/mol) = 48.7
- HOMO-LUMO gap (eV) = 7.46
- multiplicity = 1

=====

Entry 2:
This record from the Open Molecules 2025 dataset describes a structure of composition C44H58F12N5OSSbSi3Y. The level of theory is ωB97M-V/def2-TZVPD.

Each line ends with the Löwdin charge.
CARTESIAN COORDINATES (ANGSTROEM)
Si 2.17540 4.08925 -0.17316  0.497
F 2.28460 1.43060 0.61598  -0.216
H 4.31265 3.58297 -1.39832  0.012
H -0.37346 -2.96520 -5.43264  0.107
H 2.71265 -1.41169 3.47665  0.108
F -0.22504 1.64399 2.01827  0.019
F -4.94443 -2.00559 5.27941  0.096
F 3.64525 -0.16789 1.33939  -0.121
F -2.13265 -0.36324 1.87283  0.011
Si 2.19310 -2.14395 -2.22164  0.413
C -0.13452 -3.90376 1.32483  -0.245
C -1.79340 2.70724 5.11817  -0.160
H -1.22402 5.66666 -2.54526  0.031
H 4.02008 1.00480 -0.98703  -0.009
Sb 1.62444 1.13615 -2.40013  1.498
H -1.49396 0.59808 -2.32031  0.063
H -0.54103 5.06660 -0.30362  0.087
C 2.15177 5.96101 -0.53607  -0.201
C 2.31768 0.28085 1.47229  -0.342
H 4.20751 1.85588 -2.55025  -0.009
Si 0.64637 4.07415 -2.94325  0.408
C -2.51168 -1.40364 2.66472  -0.160
H -2.67898 0.72409 -0.08824  0.076
C -4.72950 -3.89639 -0.85303  -0.227
C 0.86147 -0.85480 -1.69371  -0.514
H 4.29210 2.81214 0.18974  0.025
C 3.73130 1.02482 -2.03026  -0.316
H 4.01092 -3.17771 -0.90306  0.022
H -3.64091 -5.09067 -2.29075  0.114
H -5.37108 -3.01186 -0.86726  0.116
H 0.36553 -3.81341 0.35594  0.071
H 0.27923 6.52058 -2.16233  0.003
C 0.98233 3.08396 -1.31732  -0.506
C -1.26208 -0.17619 -3.03043  -0.116
F -3.78192 -4.46867 4.99058  0.102
N -0.94794 1.75231 -0.50586  0.053
C 4.00267 3.70469 -0.36150  -0.173
C -3.51976 -3.63790 0.03583  -0.287
H -3.06930 -4.56269 0.40099  0.094
C -3.96056 -2.20357 4.38224  -0.152
C -2.96735 2.81216 0.25983  -0.052
C -0.61899 3.20711 -4.03901  -0.200
H -1.39973 2.74456 -3.42984  0.025
H -3.99079 2.69781 0.58887  0.106
O -2.33881 -1.30654 -0.59503  -0.565
H 3.81639 -2.46477 1.74336  0.069
H 3.61211 -3.99595 2.63284  0.091
H 4.06208 0.10871 -2.50783  -0.036
F -1.86916 -4.91828 3.24273  0.064
H 1.90621 3.16257 2.16517  0.020
H 2.44809 6.25581 -1.54230  0.016
C -4.16945 -4.13367 -2.25152  -0.235
C -2.02054 -0.31788 -4.17010  -0.089
C -1.84829 -2.63355 2.47143  -0.253
C 1.71838 4.10056 1.65081  -0.151
C -3.51702 -1.17110 3.57062  -0.144
H 2.98777 4.90631 -3.24314  0.018
H -2.84506 0.36428 -4.34646  0.109
H 3.60714 -1.62579 -0.16963  -0.008
H 2.33895 4.87777 2.10987  0.038
H -0.14841 6.17267 -3.83475  0.034
C -3.20808 -2.97795 -2.48153  -0.307
H -1.10314 3.96636 -4.66196  0.028
C 2.28181 4.32575 -3.83996  -0.185
N -0.89873 -2.68763 1.51329  -0.133
H 2.10951 4.87064 -4.77254  0.032
N 1.83776 -2.88285 2.31035  -0.200
H -3.74505 -2.03633 -2.60983  0.100
H 3.09133 -3.86120 0.93955  0.067
H -3.71720 -2.99354 0.88946  0.084
H 2.31221 0.72895 2.47467  0.064
N 0.17191 -0.56766 3.35072  -0.049
F -1.03950 -0.69472 6.06796  0.062
H 2.75744 3.37790 -4.10008  0.005
C -1.04017 4.11170 -0.24025  -0.075
H 3.98869 -1.71726 -3.95095  0.017
C -1.72791 -1.33236 -5.07976  -0.102
H 1.50387 -4.97529 2.23543  0.120
C 0.70880 -1.62446 4.18366  -0.224
C -2.33286 4.04642 0.22494  -0.058
F -1.43992 3.85717 3.09023  0.098
S -2.24742 -2.76873 -0.94959  0.971
C -0.45898 0.41548 4.00280  -0.224
H -4.94334 -4.15624 -3.02043  0.111
N 0.09502 -1.99196 -3.68785  0.039
H -2.29680 -1.47478 -5.98888  0.092
H 0.48135 -4.11547 3.37177  0.106
C 1.65164 -3.95147 -2.04787  -0.185
C -0.15220 -1.01728 -2.79680  -0.537
C -0.35873 2.95091 -0.65196  -0.412
H -0.20833 2.43145 -4.68129  0.012
C -1.64451 1.54196 5.84125  -0.155
C -0.17091 5.77798 -2.81236  -0.183
H 0.67559 -4.18774 -2.46564  0.014
H 0.99091 -1.24952 5.17435  0.119
C 3.16483 -3.32312 1.88316  -0.100
H 2.43769 -1.07656 -4.51997  0.008
H 1.20524 6.44883 -0.29842  0.019
H 1.68581 -4.27813 -1.00617  -0.006
H 4.59682 -1.68590 -1.60011  0.020
H -5.32588 -4.73076 -0.48213  0.111
C -0.68127 1.62643 3.30702  -0.134
C 1.98138 -2.21212 3.60718  -0.198
Y 0.19404 -0.71221 0.76446  1.559
C 0.93894 -4.04815 2.38363  -0.178
C -3.36518 -3.43877 4.23263  -0.145
H -2.52034 -3.10527 -3.31411  0.065
C -2.23156 1.70853 -0.10878  -0.154
H 2.89824 6.36965 0.15341  0.029
H -2.84039 4.94726 0.54754  0.113
C -2.35180 -3.64932 3.30968  -0.145
H -0.74565 -4.81114 1.25659  0.109
H -0.01919 -2.42635 4.37877  0.100
F -2.14854 1.47308 7.08788  0.099
H 4.55366 4.55630 0.04831  0.032
H 2.72833 -2.80160 -4.55421  0.021
C 2.91011 -1.89357 -3.97193  -0.202
H 2.40377 -2.92395 4.33893  0.124
C -1.30564 2.73450 3.81844  -0.143
F -2.39409 3.79279 5.65167  0.082
C -0.66437 -2.15512 -4.76873  -0.161
C 3.73211 -2.14139 -1.11640  -0.194
C -1.01740 0.42988 5.30467  -0.138
H 0.67731 4.38170 1.81705  0.020
H 2.40875 -4.54451 -2.57537  0.031
F -4.07408 0.04599 3.66606  0.118

Results
- energy above the lowest of the compared OMol25 structures with the same formula, charge and spin (kcal/mol) = 15.5
- net charge = -1
- HOMO-LUMO gap (eV) = 6.62
- multiplicity = 1